(1)
DFT (ωB97M-V with the def2-TZVPD basis set) results for a gas-phase ion, C4H3O3S (charge -1) in a non-equilibrium geometry.

```
! RIJCOSX wB97M-V def2-TZVPD def2/J DEFGRID3
* xyz -1 1
C 0.52855 -0.47294 0.88473
C 1.22986 0.68460 0.75917
C -0.44726 -0.49900 -0.23104
C -0.35155 0.86069 -0.59597
O 2.03740 1.51082 1.02313
O -0.73954 -1.52625 -0.81777
O -0.65357 1.36990 -1.87735
S 0.64325 -1.91980 1.93775
H -0.84141 1.54463 0.11508
H -0.77446 0.82122 -2.64929
H -0.63127 -2.37386 1.45157
*
```

As for the LUMO energy: 3.45 eV. For the relative energy (zero: lowest compared OMol25 entry of this formula, charge and spin), the calculation gives 2.633 eV. Its HOMO-LUMO gap is 6.50 eV.


(2)
DFT (ωB97M-V with the def2-TZVPD basis set) results for a molecular structure, C55H49HgN8O5 in a non-equilibrium geometry.

```
! RIJCOSX wB97M-V def2-TZVPD def2/J DEFGRID3
* xyz -2 2
Hg -0.18273 0.37673 1.43736
C -8.85550 2.40655 -3.57547
O -8.51421 2.56169 -2.22174
C -7.27672 2.10323 -1.83783
C -6.36205 1.51804 -2.70066
C -5.13603 1.08353 -2.21025
C -4.80510 1.21129 -0.86799
C -5.73338 1.81110 -0.01921
C -6.95571 2.25289 -0.49424
C -3.48948 0.72851 -0.35639
C -2.44416 1.73274 -0.31763
C -2.61039 3.05503 -0.79170
C -1.34724 3.52732 -1.11299
C -0.42186 2.49313 -0.83052
N -1.10025 1.44617 -0.27780
C 0.99238 2.52966 -1.23598
C 2.03331 1.90029 -0.45750
C 3.44062 2.04731 -0.40879
C 3.91821 1.12796 0.53068
C 2.79776 0.43639 1.02150
C 2.67674 -0.74910 1.99714
C 4.07018 -1.23673 2.38862
C 4.44286 -1.36300 3.71702
C 5.70944 -1.81008 4.08885
C 6.63138 -2.13788 3.11094
O 7.90708 -2.59332 3.36462
C 8.23924 -2.80623 4.71207
C 6.27682 -2.02315 1.77101
C 5.01263 -1.59139 1.41995
C 1.92438 -1.93493 1.35895
N 0.64919 -1.84855 0.93951
C 0.30364 -3.06352 0.40273
C -0.96404 -3.37056 -0.22048
C -1.05806 -4.66535 -0.95193
C -0.97210 -5.89786 -0.30412
C -1.14157 -7.08429 -0.99524
C -1.39932 -7.06873 -2.36040
O -1.59246 -8.29308 -2.95584
C -2.00323 -8.27945 -4.29918
C -1.44535 -5.85785 -3.03413
C -1.26711 -4.67436 -2.32733
C -2.09488 -2.60115 -0.27423
C -3.35208 -2.81785 -0.94944
C -4.10319 -1.67873 -0.92090
C -3.35644 -0.63365 -0.27407
N -2.25434 -1.32046 0.38579
C 1.40588 -3.93952 0.49874
C 2.42647 -3.22791 1.12160
N 1.69457 0.93349 0.44188
C 1.26224 3.05902 -2.56486
C 0.27649 2.98851 -3.58358
C 0.53820 3.30901 -4.89979
C 1.80650 3.72786 -5.28229
O 2.09288 3.99167 -6.62142
C 2.48202 2.82287 -7.31337
C 2.78804 3.85006 -4.31446
C 2.52033 3.54019 -2.99277
H -9.85593 2.82117 -3.68585
H -8.87126 1.35283 -3.87358
H -8.16974 2.94947 -4.23420
H -6.58550 1.39477 -3.75246
H -4.41325 0.64460 -2.88705
H -5.48477 1.92910 1.02838
H -7.68113 2.71314 0.16550
H -3.55607 3.56041 -0.92132
H -1.09093 4.49534 -1.51735
H 4.05689 2.74913 -0.94429
H 4.94616 1.01382 0.83733
H 3.72474 -1.10061 4.47987
H 5.94799 -1.89796 5.14118
H 9.25161 -3.20720 4.71614
H 7.56235 -3.52658 5.18434
H 8.21882 -1.87520 5.28935
H 7.01336 -2.28154 1.01957
H 4.73757 -1.52706 0.37628
H -0.79117 -5.91483 0.76309
H -1.09024 -8.04057 -0.48894
H -2.18073 -9.31759 -4.57531
H -1.23383 -7.86658 -4.96021
H -2.92830 -7.70899 -4.43304
H -1.61908 -5.81317 -4.10155
H -1.29334 -3.73078 -2.85712
H -3.62128 -3.73530 -1.44636
H -5.05623 -1.53955 -1.40624
H 1.45800 -4.95430 0.13226
H 3.41062 -3.60111 1.35959
H -0.70607 2.61959 -3.33202
H -0.23643 3.20646 -5.65236
H 2.65660 3.09901 -8.35426
H 1.70227 2.05498 -7.27143
H 3.40157 2.40039 -6.89344
H 3.77524 4.19042 -4.60925
H 3.30971 3.68391 -2.27511
O 2.08082 -0.30255 3.23736
C 0.63403 -0.21489 3.36022
N -2.93413 -1.71826 2.77282
C -2.57897 -1.51406 1.69291
C 0.36603 0.57628 4.62948
N 0.75158 1.99691 4.57397
C 2.17070 2.24151 4.80630
C -0.04676 2.86404 3.87812
N -1.20319 2.51857 3.46001
N 0.50165 4.18553 3.72095
C 0.17234 5.06778 4.81814
C 0.21402 4.76695 2.42071
H 0.92852 0.14056 5.46572
H 0.25953 -1.22954 3.54636
H -0.70217 0.51468 4.84098
H 2.76299 1.52677 4.23606
H 2.39557 2.12391 5.87367
H 2.42893 3.24870 4.49986
H -1.71482 3.28091 3.02854
H 0.31070 4.54503 5.76514
H -0.86835 5.43109 4.77283
H 0.83207 5.94070 4.79993
H 0.40803 4.02694 1.64428
H 0.86948 5.62763 2.26491
H -0.82735 5.11159 2.31816
*
```

As for the LUMO energy (alpha / beta): 3.63 / 3.63 eV. Its HOMO-LUMO gap (alpha / beta) is 4.02 / 4.90 eV.


(3)
DFT (ωB97M-V with the def2-TZVPD basis set) results for a molecular structure, C9H19N5OPdS4 in a non-equilibrium geometry.

```
! RIJCOSX wB97M-V def2-TZVPD def2/J DEFGRID3
* xyz -2 1
Pd -0.15708 -1.21263 0.88627
S 1.03202 2.99645 -0.15971
C 0.29773 1.68128 0.61273
S 1.04704 0.84836 1.95931
S -1.21674 1.00003 0.12520
C -2.94062 -1.71457 -1.52342
N -1.89272 -2.60089 -1.05566
C -1.59382 -2.58235 0.33258
N -2.75095 -2.35712 1.14823
S -0.36425 -3.66801 0.93711
H -3.00911 -1.80552 -2.60924
H -2.75756 -0.65799 -1.28625
H -3.90066 -2.01590 -1.10153
H -1.03063 -2.45875 -1.56989
H -3.12598 -1.43623 0.94261
H -2.44831 -2.33695 2.11787
C 0.87766 -2.09785 4.13512
N 0.33662 -0.99725 4.93161
C 1.27851 -0.00202 5.42141
C -0.91846 -0.58502 4.63603
O -1.77673 -1.26326 4.10820
H 0.46602 -3.05923 4.43628
H 1.96285 -2.11296 4.25225
H 0.67117 -1.90069 3.08220
H 1.60686 0.68032 4.63179
H 2.14674 -0.51490 5.83547
H 0.82078 0.58199 6.22169
H -1.12742 0.43602 5.00393
C 2.96281 -3.08210 0.45000
N 2.81641 -1.82556 -0.25320
C 3.53352 -0.69632 0.31622
C 1.66611 -1.60090 -0.92820
N 0.98316 -1.53652 -1.86751
H 4.03337 -3.26432 0.58385
H 2.52178 -3.88912 -0.13055
H 2.46828 -3.06767 1.42777
H 4.60670 -0.87986 0.18994
H 3.30278 -0.55302 1.37376
H 3.25437 0.22292 -0.19453
*
```

As for the LUMO energy: 5.00 eV. For the relative energy (zero: lowest compared OMol25 entry of this formula, charge and spin), the calculation gives 0.810 eV. Its HOMO-LUMO gap is 4.95 eV.


(4)
DFT (ωB97M-V with the def2-TZVPD basis set) results for 6 unconnected molecules or ions with the total composition C22H46O12S5 in a non-equilibrium geometry.

```
! RIJCOSX wB97M-V def2-TZVPD def2/J DEFGRID3
* xyz 0 1
C -23.64627 11.12003 -0.16784
C -24.24085 11.85256 -1.35242
C -25.78155 11.79285 -1.32725
S -26.27521 10.56485 -0.06248
O -26.47831 9.25533 -0.70028
O -27.24262 11.10000 0.97633
C -24.70521 10.38185 0.79679
H -23.02915 11.83805 0.37227
H -22.97530 10.40906 -0.64995
H -23.78287 11.55973 -2.29720
H -23.82328 12.84450 -1.52503
H -26.13298 11.50055 -2.31678
H -26.22193 12.74631 -1.03558
H -24.75052 9.35829 1.16876
H -24.81230 11.17786 1.53368
C -21.47117 9.98126 2.70480
C -22.22051 9.93959 4.04461
C -21.73228 8.57477 4.64676
S -20.10784 7.99269 3.90414
O -20.41172 6.99750 2.88974
O -18.98772 7.78489 4.79846
C -19.99861 9.64884 2.91722
H -21.61532 10.83809 2.04666
H -21.85741 9.13759 2.13284
H -23.30428 9.92641 3.92905
H -21.99173 10.81046 4.65890
H -22.40178 7.71799 4.57069
H -21.45470 8.63164 5.69929
H -19.49120 9.46624 1.96996
H -19.50200 10.29066 3.64492
C -24.45557 8.49892 -4.04236
C -25.92833 8.99692 -4.22897
C -26.53827 8.08178 -5.28260
S -26.11439 6.44815 -4.74283
O -25.63655 5.66628 -5.84883
O -27.20071 5.94965 -3.88794
C -24.67545 6.99768 -3.74373
H -23.95812 9.15412 -3.32727
H -23.98649 8.65231 -5.01423
H -25.98047 9.93317 -4.78467
H -26.46115 9.06537 -3.28054
H -26.00951 8.35548 -6.19561
H -27.61496 8.19677 -5.40759
H -23.78064 6.42101 -3.97792
H -24.97126 6.62452 -2.76325
C -26.42978 15.92788 4.00139
C -26.99660 14.92756 3.17626
C -26.23037 14.95820 1.82371
S -24.46783 15.14499 2.23485
O -23.82069 16.21981 1.45578
O -23.73108 13.86551 2.20954
C -24.84746 15.73045 4.03686
H -26.87206 15.84308 4.99401
H -26.62883 16.95160 3.68443
H -28.02922 15.14890 2.90644
H -26.87948 13.89710 3.51175
H -26.33871 15.81558 1.15943
H -26.22915 14.09145 1.16278
H -24.17001 16.56526 4.21646
H -24.77745 14.95174 4.79634
C -31.36823 9.55509 -1.40988
C -30.34676 8.48295 -1.13522
C -29.36093 8.45250 -2.20214
S -29.46931 10.06998 -3.12159
O -30.23518 9.91379 -4.37600
O -28.23441 10.84588 -3.09980
C -30.62717 10.84526 -1.82024
H -32.01080 9.59832 -0.53049
H -32.01334 9.22964 -2.22599
H -30.81924 7.50814 -1.01434
H -29.76583 8.61406 -0.22230
H -29.39285 7.68541 -2.97587
H -28.36824 8.15051 -1.86827
H -31.08798 11.74288 -2.23258
H -29.99082 11.08591 -0.96862
C -22.57584 5.29892 -0.72171
C -22.01801 6.70072 -1.14177
O -20.79414 6.97907 -0.47238
O -22.71410 5.07329 0.69491
H -21.99235 4.43078 -1.02828
H -23.57731 5.27957 -1.15157
H -22.62686 7.55131 -0.83536
H -21.84414 6.85311 -2.20697
H -20.96543 7.07031 0.46780
H -21.88692 4.78436 1.08719
*
```

As for the LUMO energy: 0.19 eV. Its HOMO-LUMO gap is 10.17 eV.


(5)
DFT (ωB97M-V with the def2-TZVPD basis set) results for C2H4Si in the gas phase in a non-equilibrium geometry.

```
! RIJCOSX wB97M-V def2-TZVPD def2/J DEFGRID3
* xyz 0 3
C -1.00514 0.41302 -1.64083
C -0.45908 0.02929 -0.62688
Si 0.59192 -0.19233 0.89558
H -1.70205 0.70432 -2.37647
H 1.60214 -1.29418 0.44987
H -0.44947 -0.61120 1.71836
H 1.42167 0.95109 1.58036
*
```

As for the LUMO energy (alpha / beta): 1.03 / -3.16 eV. For the relative energy (zero: lowest compared OMol25 entry of this formula, charge and spin), the calculation gives 1.372 eV. Its HOMO-LUMO gap (alpha / beta) is 6.55 / 7.64 eV.


(6)
DFT (ωB97M-V with the def2-TZVPD basis set) results for a molecular structure, C38H54BrF6KN6O7S6SbSi3 in a non-equilibrium geometry.

```
! RIJCOSX wB97M-V def2-TZVPD def2/J DEFGRID3
* xyz -1 1
K -0.10818 -0.44183 0.25305
C -2.06727 3.00038 2.69145
C -3.32928 2.69854 1.87734
S -3.20237 1.20166 0.86522
C -3.69834 1.77520 -0.77611
C -2.89613 2.90764 -1.40840
S -1.11324 2.58622 -1.51851
C -0.40407 4.08975 -0.80097
C -0.81509 4.43182 0.62816
S -0.50228 3.07874 1.78753
H -1.90273 2.20824 3.42411
H -2.21252 3.93321 3.24069
H -3.59928 3.53819 1.23455
H -4.15423 2.56541 2.57863
H -4.75096 2.06383 -0.75937
H -3.62949 0.87213 -1.38689
H -3.03460 3.83653 -0.85587
H -3.28260 3.07797 -2.41460
H -0.61374 4.94074 -1.45223
H 0.67352 3.91066 -0.84153
H -1.87205 4.69000 0.68016
H -0.25914 5.31836 0.94371
F -0.63943 -4.20416 0.64162
C -1.80071 -4.27231 1.30537
F -2.72065 -4.80109 0.50064
F -1.64053 -5.06081 2.36421
S -2.35617 -2.58145 1.78834
O -2.09238 -1.78297 0.61053
O -3.70681 -2.73080 2.22823
N -1.31386 -2.31595 2.94207
S -0.99397 -0.88070 3.47495
O -2.12371 -0.11607 3.92749
O -0.01054 -0.18356 2.67240
C -0.06187 -1.35342 4.99204
F 1.10616 -1.92205 4.67059
F -0.75266 -2.20350 5.74702
F 0.18512 -0.24839 5.69780
Br 3.44985 -6.72864 3.66978
C 3.06561 -5.36384 2.41091
C 2.18507 -4.35061 2.75088
C 1.92901 -3.34999 1.83006
C 2.50182 -3.37357 0.56318
C 3.40909 -4.38493 0.25407
C 3.69362 -5.38194 1.17603
N 2.17796 -2.31333 -0.32124
C 2.14855 -2.53636 -1.56707
C 1.91657 -1.46912 -2.56971
C 1.88667 -1.80857 -3.91546
C 1.63219 -0.82038 -4.85506
C 1.43626 0.47318 -4.41249
C 1.49251 0.71825 -3.04442
N 1.71477 -0.22231 -2.13777
H 1.71697 -4.33041 3.72538
H 1.28072 -2.51885 2.08902
H 3.92910 -4.37754 -0.69698
H 4.40565 -6.16067 0.94028
H 2.29432 -3.54394 -1.97191
H 2.03892 -2.83834 -4.21590
H 1.57950 -1.05946 -5.90946
H 1.22573 1.27984 -5.10154
H 1.32799 1.72141 -2.66623
C 4.96212 3.46012 3.75413
Si 3.29213 3.15690 2.93274
C 2.18151 2.35482 4.21192
C 2.58378 4.81715 2.39298
Sb 3.26456 1.63092 0.88637
Si 4.52036 3.10285 -0.78374
C 3.28018 4.22867 -1.64614
C 5.82348 4.22264 0.00224
C 5.32190 2.01666 -2.09104
Si 5.15239 -0.00076 1.45624
C 4.50824 -1.06636 2.85987
C 6.81862 0.72562 1.98368
C 5.54778 -1.03609 -0.06472
H 4.81769 4.12735 4.61112
H 5.68903 3.91995 3.08788
H 5.37368 2.52862 4.13263
H 2.00845 3.02912 5.05705
H 2.64951 1.44357 4.59680
H 1.21071 2.07934 3.78118
H 2.78764 5.58754 3.14319
H 1.49608 4.73656 2.27584
H 3.01511 5.14936 1.44470
H 2.77970 4.89149 -0.93362
H 2.51593 3.64573 -2.17057
H 3.78854 4.85497 -2.38637
H 5.34908 4.98679 0.62367
H 6.41068 4.73667 -0.76602
H 6.51158 3.65697 0.63082
H 4.67393 1.17277 -2.34761
H 6.27731 1.62156 -1.73854
H 5.51439 2.59171 -3.00252
H 4.58572 -0.52483 3.80853
H 5.08444 -1.99420 2.95196
H 3.46646 -1.32939 2.71115
H 6.82750 1.08299 3.01064
H 7.13072 1.54388 1.33167
H 7.57484 -0.06353 1.90209
H 4.64802 -1.33412 -0.60569
H 6.08878 -1.93859 0.24094
H 6.18925 -0.47469 -0.74474
O -5.21566 0.11600 -7.89565
S -5.78236 -1.13422 -8.36044
O -7.22684 -1.21824 -8.27562
O -5.19996 -1.64898 -9.58653
C -5.22161 -2.36464 -7.12914
N -5.67076 -3.62334 -7.26266
C -5.22561 -4.49590 -6.37330
C -4.34102 -4.16226 -5.35762
C -3.93578 -2.84133 -5.30442
N -4.38362 -1.95084 -6.18560
C -2.97918 -2.31037 -4.28942
C -2.72592 -0.94342 -4.24957
C -1.83108 -0.45615 -3.31707
N -1.16891 -1.22258 -2.44360
C -1.42163 -2.53218 -2.48664
C -2.30918 -3.11428 -3.37538
H -5.59003 -5.51424 -6.47186
H -4.00722 -4.90663 -4.64810
H -3.23085 -0.29245 -4.95198
H -1.60774 0.60493 -3.28507
H -0.89494 -3.14879 -1.76407
H -2.45986 -4.18491 -3.34640
*
```

As for the LUMO energy: 0.82 eV. For the relative energy (zero: lowest compared OMol25 entry of this formula, charge and spin), the calculation gives 1.250 eV. Its HOMO-LUMO gap is 6.31 eV.


(7)
DFT (ωB97M-V with the def2-TZVPD basis set) results for a molecular structure, C38H24BrF10N8OSeSn in a non-equilibrium geometry.

```
! RIJCOSX wB97M-V def2-TZVPD def2/J DEFGRID3
* xyz -1 1
Sn 0.05750 0.05370 -0.14130
C 3.14805 -0.28046 0.90542
N 2.67760 -0.08700 -0.45585
C 3.06401 -1.20864 -1.29467
C 2.32941 -2.50764 -0.94189
N 0.90419 -2.34169 -0.88334
C 0.05887 -2.93822 -1.68823
C 0.26970 -3.60074 -2.93948
F 1.52486 -3.69336 -3.46663
C -0.75799 -4.06634 -3.73460
F -0.48095 -4.62051 -4.93514
C -2.08456 -3.95664 -3.34009
F -3.09057 -4.40478 -4.12782
C -2.35062 -3.35106 -2.11369
F -3.63053 -3.22195 -1.70570
C -1.32597 -2.89098 -1.32955
F -1.64902 -2.30167 -0.15049
C 3.12769 1.18820 -1.00089
C 2.27522 1.67428 -2.17530
N 0.93080 1.92700 -1.72298
C 0.01336 2.37676 -2.56112
C -1.19421 2.90509 -2.01402
F -1.23315 3.12388 -0.68582
C -2.31534 3.19463 -2.75123
F -3.43839 3.62622 -2.13698
C -2.30442 3.06666 -4.13848
F -3.41405 3.32228 -4.87072
C -1.11524 2.67903 -4.73983
F -1.06302 2.56380 -6.08558
C 0.00631 2.38591 -3.98899
F 1.11398 2.02375 -4.69360
H 4.24108 -0.40114 0.94895
H 2.66974 -1.16119 1.32474
H 2.85086 0.57522 1.51056
H 4.14935 -1.40066 -1.22125
H 2.83957 -0.95660 -2.33128
H 2.64096 -2.81913 0.06016
H 2.65916 -3.27789 -1.64520
H 4.18584 1.13835 -1.30868
H 3.02632 1.93098 -0.20938
H 2.32995 0.94863 -2.99630
H 2.71593 2.61026 -2.55135
Br -5.20647 2.94040 4.87847
C -3.68488 2.55398 3.79000
C -2.40614 2.73814 4.31541
C -1.32721 2.41964 3.54485
C -1.43798 1.87539 2.22905
O -0.37848 1.58720 1.60135
C -2.76826 1.73032 1.70911
C -3.11614 1.29759 0.39465
N -2.45935 0.55396 -0.43014
C -3.05800 0.21463 -1.63656
C -4.42940 0.15890 -1.81756
C -5.00237 -0.10994 -3.06216
C -4.22481 -0.35404 -4.15974
C -2.82594 -0.40641 -4.01570
C -1.97099 -0.73553 -5.08567
C -0.62414 -0.82428 -4.86872
C -0.14633 -0.59959 -3.57317
N -0.90779 -0.26537 -2.56637
C -2.23364 -0.14615 -2.74683
C -3.86132 2.09989 2.51253
H -2.28625 3.12856 5.31529
H -0.32740 2.56047 3.92404
H -4.09807 1.67138 0.08335
H -5.09074 0.31089 -0.97765
H -6.07879 -0.11681 -3.14437
H -4.66561 -0.53667 -5.12824
H -2.39363 -0.92660 -6.06230
H 0.05963 -1.08701 -5.65962
H 0.90485 -0.70351 -3.35024
H -4.86342 1.98108 2.12235
Se 2.83222 -3.71072 3.98001
N 1.58178 -3.40576 5.18710
C 0.64659 -2.64677 4.62769
C -0.51949 -2.16014 5.24602
C -1.37989 -1.43310 4.46681
C -1.06973 -1.17696 3.11446
N 0.03114 -1.54741 2.51671
C 0.88574 -2.28454 3.24241
N 2.01852 -2.76787 2.74576
H -0.70636 -2.36141 6.29016
H -2.29401 -1.03483 4.87990
H -1.76249 -0.62875 2.49646
*
```

As for the LUMO energy: 0.68 eV. Its HOMO-LUMO gap is 4.65 eV.